1.
Entry from OMol25: 2 unconnected molecules or ions with the total composition C4H12N2O2 in a non-equilibrium geometry (ωB97M-V/def2-TZVPD).

The geometry in XYZ format:
```
20
Properties=species:S:1:pos:R:3:forces:R:3
C -0.793 0.778 1.039 -1.1 0.4 -0.4
N -0.921 0.420 -0.372 -0.1 0.1 0.5
C -1.524 1.460 -1.185 0.1 0.0 -0.4
C 0.316 -0.062 -0.914 -0.1 0.1 -1.7
C 0.716 -1.405 -0.393 1.1 -0.8 1.2
N -0.178 -2.411 -0.384 -0.9 0.3 -0.4
O 1.850 -1.602 0.055 -0.3 0.1 -0.5
H -0.655 -0.118 1.623 0.6 -0.2 0.3
H -0.046 1.551 1.224 0.3 -0.2 0.2
H -1.764 1.165 1.366 0.1 0.1 0.0
H -2.297 1.980 -0.634 -0.2 -0.1 0.2
H -1.979 0.991 -2.060 0.0 0.2 -0.1
H -0.827 2.239 -1.530 0.1 -0.1 0.1
H 1.198 0.586 -0.883 0.0 0.3 0.8
H 0.201 -0.148 -2.006 -0.3 -0.3 0.1
H 0.052 -3.280 0.055 0.3 -0.1 0.1
H -1.156 -2.218 -0.530 0.1 0.1 -0.1
O 2.352 0.184 2.091 -0.1 0.0 0.0
H 3.299 0.358 2.057 -0.2 -0.2 -0.1
H 2.156 -0.466 1.383 0.5 0.3 0.3
```
Forces are in eV/Å.

Output
highest occupied orbital energy	-0.33117	hartree
energy above the lowest of the compared OMol25 structures with the same formula, charge and spin	115.18	kJ/mol
HOMO-LUMO gap	9.9	eV
DFT total energy	-11418.023	eV

***

2.
Entry from OMol25: 2 unconnected molecules or ions with the total composition C4H12N2O3 in a non-equilibrium geometry (ωB97M-V/def2-TZVPD).

The geometry in XYZ format:
```
21
Properties=species:S:1:pos:R:3:forces:R:3
N 1.708 0.874 -0.996 -0.4 0.8 0.1
C 0.302 1.148 -1.092 3.2 -0.4 -1.8
O -0.012 2.284 -1.336 -1.1 0.4 0.4
C -0.610 -0.028 -0.792 4.0 -1.7 0.6
C -0.843 0.320 0.678 0.8 0.1 2.7
N -1.809 1.359 0.866 0.7 -0.1 0.4
C -1.237 -0.837 1.576 -0.5 -1.1 1.0
O -0.678 -2.061 1.166 3.7 -1.0 -1.8
H 2.389 1.665 -0.967 -1.5 -0.9 -0.3
H 2.148 -0.009 -1.205 -0.5 -0.2 0.4
H -1.506 -0.147 -1.295 -1.7 0.4 -1.2
H 0.026 -1.067 -1.029 -1.5 2.8 0.9
H 0.172 0.693 1.186 -1.7 -0.8 -1.4
H -1.736 2.124 0.267 0.2 1.3 -1.0
H -2.714 1.251 1.247 -0.6 -0.8 0.2
H -0.958 -0.596 2.678 -0.6 -0.4 -1.8
H -2.297 -1.192 1.492 0.3 1.5 0.4
H 0.166 -1.971 0.542 -2.8 0.3 2.3
O 2.577 -2.088 -0.309 -1.7 -1.6 -0.4
H 2.164 -2.375 0.530 0.7 0.5 -0.1
H 2.079 -2.706 -0.918 1.1 1.0 0.5
```
Forces are in eV/Å.

Output
highest occupied orbital energy	-0.33185	hartree
energy above the lowest of the compared OMol25 structures with the same formula, charge and spin	235.35	kJ/mol
HOMO-LUMO gap	9.3	eV
DFT total energy	-13463.862	eV

***

3.
Entry from OMol25: 2 unconnected molecules or ions with the total composition C4H12N2O3 in a non-equilibrium geometry (ωB97M-V/def2-TZVPD).

The geometry in XYZ format:
```
21
Properties=species:S:1:pos:R:3:forces:R:3
C -0.419 1.635 -1.520 0.9 2.5 1.1
C 2.254 0.188 1.187 1.4 -3.1 -2.2
C -0.470 -2.257 -1.153 2.5 1.7 0.3
C 0.401 -0.209 -0.210 -3.6 0.1 2.3
N -1.743 0.989 1.293 2.6 -0.3 -2.0
N -0.668 0.080 1.494 1.7 -1.3 -1.9
O -0.342 0.299 -1.221 -0.2 -3.3 0.4
O 1.485 0.509 0.025 0.6 0.2 -0.1
O 0.472 -1.611 -0.233 0.2 1.8 -0.5
H 0.583 1.883 -1.975 -1.0 0.7 0.8
H -0.735 2.181 -0.524 0.9 -0.5 -2.3
H -1.162 1.785 -2.317 0.0 -0.3 0.5
H 2.309 -0.959 1.171 0.3 1.6 0.4
H 1.810 0.489 2.071 -1.0 0.9 1.5
H 3.265 0.595 1.016 -0.6 -0.1 0.2
H -0.032 -3.208 -1.242 -0.3 -1.5 0.1
H -0.369 -1.764 -2.089 0.0 0.3 -1.0
H -1.445 -2.094 -0.829 -1.7 -0.5 0.8
H -2.603 0.633 1.484 -2.9 -1.5 0.5
H -1.585 1.724 1.902 0.3 1.8 1.4
H -1.006 -0.889 1.670 0.0 1.0 -0.3
```
Forces are in eV/Å.

Output
highest occupied orbital energy	-0.25625	hartree
energy above the lowest of the compared OMol25 structures with the same formula, charge and spin	542.37	kJ/mol
HOMO-LUMO gap	8.0	eV
DFT total energy	-13460.680	eV

***

4.
Entry from OMol25: 2 unconnected molecules or ions with the total composition C4H12N2O3S in a non-equilibrium geometry (ωB97M-V/def2-TZVPD).

The geometry in XYZ format:
```
22
Properties=species:S:1:pos:R:3:forces:R:3
C -1.762 0.787 0.881 3.3 5.0 0.2
C -1.010 -2.468 0.376 2.7 -0.2 0.3
C -0.848 1.041 -0.364 -0.4 2.3 1.3
C 0.103 -0.039 -0.586 3.3 -1.5 -1.7
N 0.027 2.336 -0.215 -2.8 -0.6 -1.2
N 0.709 -0.107 -1.900 -0.2 -0.6 1.9
O 2.070 -1.520 0.273 -4.3 0.6 -1.5
O 1.078 0.171 1.872 0.6 -0.1 0.1
O 2.577 0.839 -0.049 -0.5 -0.8 1.2
S 1.548 -0.011 0.533 -1.2 0.6 -1.8
H -1.715 1.740 1.525 -0.1 -1.4 -0.8
H -1.415 0.010 1.422 1.1 -2.4 1.9
H -2.726 0.657 0.643 -3.5 -0.6 -1.2
H -1.492 -2.092 1.235 -0.9 0.3 0.5
H -1.243 -2.230 -0.622 -0.8 0.0 -0.8
H 0.041 -2.788 0.555 -1.1 0.0 -0.2
H -1.596 1.232 -1.145 0.9 -0.3 -0.5
H 0.662 2.188 0.511 0.9 0.0 1.5
H 0.601 2.509 -1.032 -0.2 -0.4 -0.2
H -0.033 -0.052 -2.569 0.3 -0.4 -0.9
H 1.562 -0.718 -2.030 -1.9 0.9 0.0
H 2.861 -1.487 0.687 4.7 -0.5 2.1
```
Forces are in eV/Å.

Output
highest occupied orbital energy (alpha / beta)	-0.32012 / -0.29089	hartree
energy above the lowest of the compared OMol25 structures with the same formula, charge and spin	402.76	kJ/mol
HOMO-LUMO gap (alpha / beta)	8.7 / 8.2	eV
DFT total energy	-24295.290	eV

***

5.
Entry from OMol25: 3 unconnected molecules or ions with the total composition C4H12N2O4 in a non-equilibrium geometry (ωB97M-V/def2-TZVPD).

The geometry in XYZ format:
```
22
Properties=species:S:1:pos:R:3:forces:R:3
N -2.214 1.377 1.891 1.1 2.1 -1.4
C -1.690 0.218 1.127 -0.7 1.3 -0.9
C -0.502 0.703 0.293 0.6 -1.8 0.0
O -0.257 1.886 0.133 0.2 -0.1 -0.1
N 0.283 -0.311 -0.223 -0.6 1.4 -0.9
C -0.182 -1.620 -0.586 0.2 -1.0 -0.8
C 0.070 -2.562 0.597 -1.6 -2.3 -1.1
O -0.370 -3.696 0.636 0.4 0.9 -0.3
H -1.919 2.263 1.244 -1.1 -2.7 1.8
H -1.623 1.609 2.712 -0.4 -0.8 -0.6
H -2.431 -0.119 0.364 0.0 0.6 0.4
H -1.555 -0.733 1.646 0.5 0.5 0.6
H 1.072 -0.005 -0.774 0.2 0.4 0.2
H 0.259 -1.904 -1.604 0.3 0.0 1.8
H -1.226 -1.778 -0.932 0.0 0.7 0.9
H 0.532 -2.204 1.498 0.8 1.0 0.4
O 1.107 2.027 -2.495 0.9 0.4 0.1
H 0.711 2.360 -1.684 -0.5 -0.1 0.3
H 0.434 1.550 -2.965 -0.5 -0.3 -0.2
O 2.938 0.875 -0.668 -0.3 -1.1 -0.4
H 3.437 1.074 0.127 -0.2 0.8 -0.5
H 2.647 1.582 -1.268 0.5 0.1 0.7
```
Forces are in eV/Å.

Output
highest occupied orbital energy	-0.35861	hartree
energy above the lowest of the compared OMol25 structures with the same formula, charge and spin	204.07	kJ/mol
HOMO-LUMO gap	10.2	eV
DFT total energy	-15511.979	eV

***

6.
Entry from OMol25: a molecular structure, C4H12N2O4S in a non-equilibrium geometry (ωB97M-V/def2-TZVPD).

The geometry in XYZ format:
```
23
Properties=species:S:1:pos:R:3:forces:R:3
C -3.523 -0.076 0.475 1.2 -1.4 2.5
C 0.272 0.411 0.543 1.9 -2.6 1.2
C 0.341 1.651 -0.304 2.7 3.2 2.8
C 0.995 -0.986 -0.067 -3.7 3.1 -0.2
H -3.696 0.951 0.344 0.2 1.6 0.5
H -3.379 -0.441 1.603 -0.7 0.9 -2.6
H -4.332 -0.505 -0.062 -0.5 -1.1 -0.2
H 0.717 0.628 1.557 -0.2 -0.4 -1.1
H -0.116 2.548 0.207 -0.5 -1.3 -0.7
H -0.046 1.429 -1.218 -0.8 0.2 -2.5
H 2.096 2.936 0.229 -0.5 -2.2 -0.8
H 2.322 1.122 -0.423 -0.6 4.6 0.2
H 0.686 -1.781 0.570 0.5 -0.6 1.4
H 0.466 -1.324 -0.991 0.7 0.7 -0.1
H 4.076 -1.577 -0.771 -4.3 -2.1 2.3
H 3.077 -2.557 0.860 -0.2 2.7 -4.1
N 1.808 2.175 -0.461 -0.1 -4.1 0.3
N 2.927 -1.988 -0.316 5.3 -0.7 1.0
O -1.865 0.568 -1.409 0.3 -1.3 0.6
O -2.103 -1.951 -0.729 1.4 5.7 1.5
O -1.047 -0.087 0.902 -0.5 0.2 -1.5
O 2.318 -0.720 -0.178 1.2 -0.8 0.6
S -1.996 -0.426 -0.361 -3.0 -4.3 -1.1
```
Forces are in eV/Å.

Output
highest occupied orbital energy	-0.33815	hartree
energy above the lowest of the compared OMol25 structures with the same formula, charge and spin	513.69	kJ/mol
HOMO-LUMO gap	9.6	eV
DFT total energy	-26340.687	eV

***

7.
Entry from OMol25: C4H12N2OSi in the gas phase in a non-equilibrium geometry (ωB97M-V/def2-TZVPD).

The geometry in XYZ format:
```
20
Properties=species:S:1:pos:R:3:forces:R:3
C 3.076 0.086 0.761 2.8 -0.7 1.4
N 2.693 0.885 -0.408 0.7 -1.4 0.8
N 1.678 0.589 -1.004 0.0 2.1 -1.5
O 0.873 -0.374 -0.492 2.4 -2.5 0.4
Si -0.699 -0.192 -0.348 -5.1 1.6 1.4
C -0.774 1.538 0.494 -1.4 1.3 -1.3
C -1.424 -1.532 0.897 1.5 -1.0 -1.1
C -1.887 -0.153 -1.888 1.3 -0.2 -0.2
H 3.979 -0.648 0.625 -1.3 1.8 -0.7
H 3.396 0.681 1.646 -0.2 0.3 -1.1
H 2.395 -0.594 1.173 -1.7 -0.7 0.1
H -0.254 1.481 1.457 -0.7 0.2 0.2
H -0.126 2.228 -0.095 -0.2 -0.5 0.1
H -1.816 2.145 0.446 2.2 -1.8 0.7
H -1.118 -1.357 1.973 -0.2 -0.5 -1.3
H -2.493 -1.656 0.839 -0.6 0.8 0.1
H -1.170 -2.584 0.476 0.4 1.5 1.1
H -1.434 -0.821 -2.669 -0.6 0.5 0.5
H -2.840 -0.588 -1.543 0.3 0.2 -0.3
H -2.054 0.866 -2.342 0.3 -1.1 0.6
```
Forces are in eV/Å.

Output
highest occupied orbital energy	-0.36119	hartree
energy above the lowest of the compared OMol25 structures with the same formula, charge and spin	360.41	kJ/mol
HOMO-LUMO gap	10.6	eV
DFT total energy	-17246.073	eV

***

8.
Entry from OMol25: 2 unconnected molecules or ions with the total composition C4H12N2P in a non-equilibrium geometry (ωB97M-V/def2-TZVPD).

The geometry in XYZ format:
```
19
Properties=species:S:1:pos:R:3:forces:R:3
C -0.511 -2.054 1.997 -4.1 1.1 0.6
C -0.529 2.619 -1.320 -0.5 -0.9 -0.8
C -0.598 -0.992 0.857 -0.1 0.0 1.3
C 0.740 -0.121 0.762 -1.6 -1.0 3.9
N 0.253 1.098 0.290 -0.4 2.1 -1.4
N 0.155 1.388 -0.897 1.5 -2.7 0.1
P 1.059 -0.347 -2.404 -3.4 0.4 0.2
H -0.907 -1.716 3.062 1.3 -0.1 -2.3
H -1.256 -2.844 1.763 0.6 0.2 0.0
H 0.421 -2.460 2.034 2.6 -1.3 0.5
H 0.178 3.404 -1.437 1.1 0.5 -0.3
H -1.148 2.965 -0.467 -0.4 -0.5 -1.0
H -0.907 2.365 -2.375 -0.3 0.7 2.0
H -1.451 -0.365 1.181 0.5 0.0 -0.8
H -0.792 -1.430 -0.149 0.0 0.2 0.8
H 1.118 -0.012 1.881 -0.6 0.1 -2.5
H 1.423 -0.671 0.187 1.2 -0.3 -1.1
H 1.691 0.636 -3.030 1.5 1.7 -0.9
H -0.038 -0.136 -3.491 1.2 -0.4 1.8
```
Forces are in eV/Å.

Output
highest occupied orbital energy	-0.53092	hartree
energy above the lowest of the compared OMol25 structures with the same formula, charge and spin	408.14	kJ/mol
HOMO-LUMO gap	8.4	eV
net charge	+1
DFT total energy	-16600.414	eV

***

9.
Entry from OMol25: 2 unconnected molecules or ions with the total composition C4H12N2S in a non-equilibrium geometry (ωB97M-V/def2-TZVPD).

The geometry in XYZ format:
```
19
Properties=species:S:1:pos:R:3:forces:R:3
C 0.062 0.149 1.175 -0.2 0.0 -0.3
N -1.046 -0.314 0.375 -0.3 -0.6 0.5
C -1.593 0.559 -0.631 -0.6 0.4 0.0
N -2.431 -0.154 -1.559 0.0 0.4 -0.6
C 1.333 -0.650 1.025 0.6 0.1 -0.6
C 2.208 -0.277 -0.174 -0.4 -0.2 -0.9
S 1.353 -0.218 -1.802 0.1 0.0 0.0
H 0.331 1.271 0.851 -0.3 -0.5 0.3
H -0.291 0.220 2.203 0.3 0.3 0.3
H -0.864 -1.206 -0.056 0.5 0.0 -0.2
H -0.823 1.064 -1.197 0.4 0.0 -0.2
H -2.180 1.334 -0.135 -0.3 0.1 0.0
H -3.146 -0.678 -1.099 -0.4 -0.3 0.4
H -1.903 -0.781 -2.159 0.2 0.2 0.2
H 1.968 -0.585 1.907 -0.1 0.0 0.4
H 1.145 -1.703 0.830 -0.6 -0.3 0.4
H 2.746 0.661 -0.036 0.1 0.0 0.2
H 2.888 -1.111 -0.299 0.7 0.1 0.3
H 0.243 2.418 0.782 0.1 0.3 -0.1
```
Forces are in eV/Å.

Output
spin multiplicity	2
highest occupied orbital energy (alpha / beta)	-0.09145 / -0.09117	hartree
expectation value of S²	0.755
energy above the lowest of the compared OMol25 structures with the same formula, charge and spin	141.47	kJ/mol
HOMO-LUMO gap (alpha / beta)	6.7 / 5.5	eV
net charge	-1
DFT total energy	-18155.478	eV

***

10.
Entry from OMol25: C4H12N2S in the gas phase in a non-equilibrium geometry (ωB97M-V/def2-TZVPD).

The geometry in XYZ format:
```
19
Properties=species:S:1:pos:R:3:forces:R:3
N -0.792 2.242 1.018 0.1 0.2 0.2
C -0.596 1.208 -0.016 -2.0 1.3 1.0
C 0.677 0.450 0.366 -0.5 0.3 -2.1
N 1.916 1.175 -0.070 -0.6 -0.9 -0.6
C 0.525 -0.893 -0.392 0.1 0.7 0.1
C -0.285 -1.920 0.340 -1.5 -2.2 -0.5
S -0.408 -3.447 -0.829 0.8 -0.3 0.3
H -1.726 2.603 1.129 -0.1 -0.1 -0.3
H -0.160 3.029 0.947 0.0 -0.1 -0.1
H -1.482 0.562 0.073 0.4 -0.3 0.4
H -0.845 1.614 -1.042 1.6 -0.4 0.4
H 0.643 0.395 1.449 0.1 -0.4 0.1
H 2.245 0.619 -0.869 0.3 0.4 0.4
H 1.609 2.026 -0.528 0.1 0.3 0.2
H 1.527 -1.260 -0.693 -0.6 -0.2 0.3
H -0.061 -0.700 -1.299 0.6 0.2 -0.2
H -1.369 -1.755 0.584 1.3 0.6 -0.1
H 0.214 -2.321 1.225 -0.1 0.0 -0.1
H -1.632 -3.626 -1.394 0.1 0.9 0.7
```
Forces are in eV/Å.

Output
highest occupied orbital energy	-0.33211	hartree
energy above the lowest of the compared OMol25 structures with the same formula, charge and spin	112.76	kJ/mol
HOMO-LUMO gap	9.9	eV
DFT total energy	-18156.850	eV

***

11.
Entry from OMol25: C4H12N2S in the gas phase in a non-equilibrium geometry (ωB97M-V/def2-TZVPD).

The geometry in XYZ format:
```
19
Properties=species:S:1:pos:R:3:forces:R:3
N 2.110 1.466 -0.322 -0.1 -0.5 0.4
C 0.798 0.903 -0.515 -1.1 -0.5 -0.7
C 0.149 0.185 0.723 1.9 0.0 0.2
N 1.148 -0.126 1.756 -0.2 -0.3 0.1
C -0.520 -1.115 0.339 -1.0 0.3 -1.1
C -1.603 -0.944 -0.741 0.3 0.5 0.0
S -2.942 0.167 -0.203 0.0 0.1 0.1
H 2.784 1.017 -0.916 0.3 0.4 0.0
H 2.181 2.465 -0.291 0.0 0.1 -0.3
H 0.083 1.617 -0.930 0.0 0.4 0.3
H 0.804 0.176 -1.335 0.5 -0.2 0.1
H -0.524 0.869 1.194 -0.8 0.4 0.2
H 1.779 0.655 1.892 -0.1 0.1 -0.1
H 1.747 -0.874 1.422 0.0 -0.1 0.0
H -1.013 -1.574 1.194 0.3 -0.1 0.2
H 0.220 -1.783 -0.118 0.1 -0.1 0.4
H -2.018 -1.881 -1.027 -0.5 -0.9 0.2
H -1.210 -0.578 -1.686 0.2 0.4 0.1
H -3.975 -0.646 -0.435 0.0 -0.1 0.0
```
Forces are in eV/Å.

Output
highest occupied orbital energy	-0.32793	hartree
energy above the lowest of the compared OMol25 structures with the same formula, charge and spin	34.13	kJ/mol
HOMO-LUMO gap	9.8	eV
DFT total energy	-18157.665	eV

***

12.
Entry from OMol25: 2 unconnected molecules or ions with the total composition C4H12N2S in a non-equilibrium geometry (ωB97M-V/def2-TZVPD).

The geometry in XYZ format:
```
19
Properties=species:S:1:pos:R:3:forces:R:3
N -1.160 1.873 0.760 -0.6 0.3 0.2
C -1.822 0.861 -0.054 0.1 -0.7 -0.2
C -2.048 -0.453 0.265 0.7 2.6 1.1
N -2.631 -1.346 -0.623 -0.1 -0.9 -0.8
H -1.823 2.596 1.151 0.9 -1.2 -0.7
H -0.494 2.379 0.156 -0.5 -0.3 0.5
H -2.027 1.224 -1.075 -0.3 -0.6 0.3
H -1.806 -0.827 1.275 -0.2 0.4 -0.4
H -2.926 -2.227 -0.222 0.0 0.3 0.3
H -1.994 -1.600 -1.365 -0.1 0.2 -0.3
C 1.707 0.293 0.871 0.4 -0.4 0.7
C 2.114 -0.203 -0.517 1.1 0.3 -1.7
S 3.168 -1.773 -0.405 -0.9 0.8 -0.4
H 2.478 0.030 1.645 -0.3 0.4 -0.9
H 0.796 -0.160 1.282 0.1 0.1 -0.5
H 1.579 1.381 0.867 0.0 -0.3 0.1
H 1.320 -0.392 -1.283 0.1 -0.1 1.2
H 2.726 0.576 -1.093 -0.5 -1.0 1.2
H 2.843 -2.233 -1.635 0.2 0.1 0.4
```
Forces are in eV/Å.

Output
highest occupied orbital energy	-0.30782	hartree
energy above the lowest of the compared OMol25 structures with the same formula, charge and spin	138.54	kJ/mol
HOMO-LUMO gap	9.2	eV
DFT total energy	-18156.583	eV